(1)
# C26H47N2O10Zr

A molecular structure, C26H47N2O10Zr (wB97M-V/def2-TZVPD, the Open Molecules 2025 dataset).

ORCA input file:
```
! RIJCOSX wB97M-V def2-TZVPD def2/J DEFGRID3
* xyz 1 1
Zr -0.119 -0.055 -0.065
C -1.590 0.276 4.187
C -0.190 0.894 4.181
C 0.213 0.932 5.675
C 1.663 1.319 5.915
C 2.513 0.309 5.149
C 2.212 0.248 3.662
N 0.784 0.092 3.439
O 0.481 -0.057 2.118
C 3.030 -0.915 3.075
C 2.869 1.531 3.020
C -0.396 2.335 3.666
H -2.303 0.942 4.679
H -1.636 -0.633 4.790
H -2.006 0.109 3.190
H -0.003 -0.032 6.139
H -0.435 1.690 6.120
H 1.912 1.354 6.976
H 1.774 2.361 5.600
H 2.357 -0.703 5.536
H 3.551 0.586 5.336
H 3.167 -0.739 2.004
H 2.536 -1.887 3.121
H 4.027 -0.918 3.509
H 2.263 2.416 3.207
H 2.880 1.410 1.935
H 3.877 1.690 3.395
H -1.083 2.865 4.328
H -0.754 2.374 2.636
H 0.480 2.989 3.702
C 0.349 -0.875 -4.204
C 0.735 0.598 -4.226
C 0.486 1.081 -5.666
C 0.370 2.590 -5.872
C -0.480 3.275 -4.781
C -0.134 2.847 -3.358
N -0.110 1.384 -3.318
O -0.096 0.884 -2.046
C -1.303 3.379 -2.514
C 1.169 3.464 -2.887
C 2.234 0.692 -3.886
H -0.731 -1.025 -4.284
H 0.556 -1.297 -3.214
H 0.872 -1.433 -4.975
H -0.396 0.563 -6.064
H 1.236 0.637 -6.328
H -0.034 2.793 -6.863
H 1.397 2.970 -5.869
H -1.516 3.043 -5.037
H -0.397 4.361 -4.837
H -1.629 4.407 -2.674
H -1.144 3.301 -1.433
H -2.188 2.764 -2.702
H 1.428 3.085 -1.897
H 1.032 4.549 -2.835
H 2.026 3.342 -3.545
H 2.694 1.551 -4.373
H 2.761 -0.181 -4.279
H 2.433 0.723 -2.815
C 3.394 -2.307 -0.852
C 2.162 -1.535 -0.534
O 0.989 -2.021 -0.417
O 2.083 -0.267 -0.459
H 3.241 -3.381 -0.929
H 4.117 -2.071 -0.072
H 3.778 -2.039 -1.837
C -4.310 -3.186 -2.246
C -3.374 -3.470 -3.379
O -2.088 -3.077 -2.876
C -2.299 -2.184 -1.908
O -1.451 -1.517 -1.394
O -3.588 -2.171 -1.548
H -4.599 -4.070 -1.677
H -5.244 -2.739 -2.588
H -3.563 -2.987 -4.337
H -3.327 -4.539 -3.590
C -3.746 -3.819 2.482
C -2.965 -3.310 3.691
O -1.737 -2.914 3.083
C -1.998 -2.621 1.792
O -1.258 -1.987 1.088
O -3.178 -3.053 1.430
H -4.799 -3.547 2.537
H -3.644 -4.902 2.409
H -2.847 -4.063 4.468
H -3.444 -2.481 4.221
*
```

HOMO level, Eh: -0.354
Orbital gap, eV: 6.261

(2)
# C26H47NO13S4

3 unconnected molecules or ions with the total composition C26H47NO13S4 (wB97M-V/def2-TZVPD, the Open Molecules 2025 dataset).

ORCA input file:
```
! RIJCOSX wB97M-V def2-TZVPD def2/J DEFGRID3
* xyz 0 1
C 5.532 -3.003 0.174
C 4.934 -1.866 -0.874
C 4.097 -2.656 -2.086
C 2.604 -3.134 -1.502
N 1.645 -2.017 -1.818
C 0.482 -2.438 -2.679
C -0.763 -3.153 -1.892
C -2.190 -2.333 -1.963
C -2.052 -0.705 -1.828
C -3.585 -0.051 -1.968
C -4.803 -0.732 -1.108
C -6.081 0.279 -0.924
C -7.286 -0.294 0.034
S -8.796 0.804 -0.302
O -8.627 2.220 0.344
O -9.050 1.038 -1.814
O -10.138 0.050 0.445
O -3.826 -0.287 -3.431
S -3.477 1.128 -4.365
O -2.458 1.015 -5.530
O -4.713 1.992 -4.782
O -2.653 2.068 -3.157
C -3.412 1.605 -1.949
C -2.929 2.142 -0.473
C 1.253 -1.186 -0.627
S 1.096 0.519 -0.908
S 0.873 -1.769 1.108
C -0.288 -0.616 2.019
C 0.624 0.146 3.188
C 0.399 1.777 2.898
H 5.005 -2.829 1.225
H 5.170 -4.054 -0.240
H 6.708 -2.952 0.255
H 4.218 -1.117 -0.282
H 5.843 -1.266 -1.314
H 3.894 -1.854 -2.914
H 4.695 -3.551 -2.546
H 2.361 -4.148 -2.054
H 2.773 -3.359 -0.368
H 0.913 -3.237 -3.455
H 0.181 -1.504 -3.336
H -0.563 -3.425 -0.772
H -0.963 -4.192 -2.446
H -2.858 -2.658 -2.896
H -2.815 -2.694 -1.013
H -1.677 -0.378 -0.743
H -1.420 -0.186 -2.667
H -4.427 -1.083 -0.056
H -5.208 -1.707 -1.662
H -6.479 0.541 -2.010
H -5.739 1.313 -0.437
H -7.524 -1.432 -0.103
H -6.978 -0.084 1.164
H -9.843 -0.778 0.929
H -4.432 2.201 -2.112
H -3.142 1.247 0.286
H -3.565 3.064 -0.077
H -1.772 2.324 -0.447
H -1.135 -1.227 2.595
H -0.784 0.128 1.261
H 0.324 -0.160 4.278
H 1.781 -0.070 3.019
H 1.139 2.025 2.002
H -0.691 1.928 2.488
H 0.580 2.439 3.846
C -4.731 6.998 2.549
C -4.240 5.639 3.004
C -2.984 5.691 3.821
O -2.422 4.410 3.592
C -2.865 4.011 2.361
O -2.439 3.042 1.755
O -3.844 4.845 1.898
H -5.527 6.888 1.805
H -5.115 7.580 3.392
H -3.930 7.570 2.068
H -5.043 5.106 3.529
H -3.182 5.842 4.886
H -2.269 6.447 3.477
C 11.455 -1.153 -0.080
C 10.509 -1.982 0.764
C 11.155 -3.177 1.400
O 10.058 -4.058 1.571
C 9.155 -3.741 0.593
O 8.173 -4.410 0.317
O 9.502 -2.578 -0.037
H 10.896 -0.418 -0.669
H 12.181 -0.626 0.545
H 12.000 -1.777 -0.796
H 10.013 -1.346 1.508
H 11.616 -2.942 2.363
H 11.894 -3.669 0.758
*
```

HOMO level, Eh: -0.306
Orbital gap, eV: 7.930
SMILES string: CCCCN(CCCC[C@]1(CCCS(=O)(=O)O)OS(=O)(=O)O[C@@H]1C)C(=S)SCCC.C[C@@H]1COC(=O)O1.C[C@@H]1COC(=O)O1

(3)
# C26H48Br2IN5NbO

A molecular structure, C26H48Br2IN5NbO (wB97M-V/def2-TZVPD, the Open Molecules 2025 dataset).

ORCA input file:
```
! RIJCOSX wB97M-V def2-TZVPD def2/J DEFGRID3
* xyz -1 1
C 2.702 -1.818 3.832
C 3.806 -1.083 3.084
C 3.492 0.393 2.839
I 1.995 0.584 1.304
Nb 5.251 1.725 2.562
C 6.507 0.214 1.478
Br 7.182 3.448 2.172
C 5.923 1.314 4.769
C 5.035 1.409 5.893
O 4.640 0.558 6.654
Br 4.338 3.236 6.227
H 2.577 -1.408 4.835
H 2.933 -2.880 3.933
H 1.755 -1.727 3.298
H 3.993 -1.569 2.124
H 4.735 -1.154 3.657
H 2.978 0.788 3.721
H 4.208 3.157 2.984
H 4.572 2.173 0.953
H 6.168 -0.818 1.570
H 7.494 0.301 1.947
H 6.637 0.451 0.421
H 6.745 2.020 4.898
H 6.274 0.279 4.779
C -1.433 -3.003 -0.381
C -2.564 -2.150 -0.937
C -2.089 -1.138 -1.986
C -1.175 -0.149 -1.421
N -0.479 0.649 -0.983
H -0.690 -2.385 0.127
H -1.818 -3.727 0.335
H -0.933 -3.558 -1.174
H -3.059 -1.614 -0.124
H -3.312 -2.789 -1.400
H -2.937 -0.600 -2.413
H -1.585 -1.651 -2.807
C 7.775 -0.532 -4.606
C 8.288 -0.014 -3.268
C 7.523 -0.591 -2.074
C 6.112 -0.206 -2.090
N 5.006 0.093 -2.107
H 6.732 -0.252 -4.758
H 8.357 -0.123 -5.432
H 7.842 -1.621 -4.655
H 8.222 1.074 -3.240
H 9.342 -0.271 -3.148
H 7.956 -0.250 -1.133
H 7.579 -1.681 -2.074
C -6.472 -3.903 -3.510
C -6.360 -5.419 -3.611
C -5.827 -6.058 -2.323
C -4.471 -5.608 -2.015
N -3.425 -5.210 -1.766
H -5.496 -3.447 -3.338
H -6.878 -3.482 -4.429
H -7.128 -3.608 -2.690
H -5.707 -5.693 -4.442
H -7.338 -5.854 -3.820
H -5.818 -7.146 -2.400
H -6.470 -5.800 -1.480
C -0.784 3.602 0.165
C -0.847 4.931 0.903
C -2.193 5.112 1.616
C -3.312 5.136 0.675
N -4.180 5.113 -0.075
H -1.543 3.549 -0.618
H 0.187 3.452 -0.302
H -0.941 2.767 0.847
H -0.681 5.763 0.217
H -0.060 4.979 1.657
H -2.221 6.030 2.205
H -2.355 4.280 2.304
C -6.221 2.218 0.341
C -7.508 2.750 -0.270
C -8.667 1.748 -0.196
C -8.406 0.528 -0.959
N -8.203 -0.427 -1.560
H -5.868 1.333 -0.191
H -5.443 2.975 0.290
H -6.366 1.945 1.389
H -7.338 3.029 -1.311
H -7.818 3.657 0.250
H -9.588 2.191 -0.580
H -8.855 1.464 0.841
*
```

HOMO level, Eh: -0.183
Orbital gap, eV: 6.874

(4)
# C26H48BrF5O11S2

A molecular structure, C26H48BrF5O11S2 (wB97M-V/def2-TZVPD, the Open Molecules 2025 dataset).

ORCA input file:
```
! RIJCOSX wB97M-V def2-TZVPD def2/J DEFGRID3
* xyz 0 1
O 1.814 -0.584 -2.770
S 1.473 -1.328 -3.939
O 2.812 -1.918 -4.572
Br 4.391 -1.043 -4.182
O 1.171 -0.166 -5.231
S 0.248 1.085 -4.970
O 0.802 1.910 -3.961
O -0.122 1.627 -6.226
C -1.332 0.371 -4.279
F -1.219 0.211 -2.960
F -2.250 1.311 -4.528
C -1.841 -0.961 -4.920
F -3.165 -1.001 -4.830
F -1.499 -1.028 -6.199
F -1.348 -2.019 -4.273
C -0.395 -2.751 0.438
C 0.767 -3.731 0.592
C 0.693 -4.508 -0.715
O 0.188 -3.602 -1.702
C -0.321 -2.430 -1.046
H -0.311 -1.864 1.062
H -1.342 -3.242 0.673
H 1.712 -3.187 0.654
H 0.686 -4.374 1.468
H 0.003 -5.354 -0.632
H 1.662 -4.884 -1.046
H 0.373 -1.607 -1.225
H -1.292 -2.171 -1.467
C -3.233 1.977 0.220
C -2.935 1.753 1.702
C -3.171 0.255 1.838
O -2.829 -0.325 0.576
C -2.672 0.706 -0.402
H -2.781 2.880 -0.188
H -4.312 2.034 0.060
H -1.890 1.991 1.913
H -3.557 2.342 2.374
H -4.224 0.038 2.049
H -2.562 -0.205 2.617
H -1.607 0.815 -0.625
H -3.192 0.412 -1.314
C -3.328 3.756 6.824
C -3.729 5.137 6.307
C -3.624 4.944 4.800
O -3.942 3.573 4.549
C -3.959 2.846 5.779
H -3.682 3.545 7.832
H -2.241 3.649 6.814
H -4.760 5.355 6.588
H -3.093 5.943 6.672
H -2.607 5.138 4.442
H -4.314 5.577 4.241
H -4.998 2.612 6.034
H -3.416 1.909 5.645
C 6.744 -3.570 -8.590
C 7.579 -4.136 -7.442
C 7.586 -2.968 -6.465
O 6.348 -2.283 -6.650
C 5.705 -2.749 -7.837
H 6.297 -4.332 -9.227
H 7.360 -2.920 -9.216
H 7.072 -4.997 -6.999
H 8.580 -4.445 -7.737
H 8.408 -2.276 -6.680
H 7.661 -3.280 -5.423
H 4.845 -3.365 -7.551
H 5.341 -1.892 -8.405
C 7.353 -5.435 -0.603
C 8.267 -5.756 -1.784
C 7.559 -5.033 -2.923
O 6.920 -3.895 -2.343
C 6.937 -4.005 -0.918
H 7.839 -5.528 0.367
H 6.482 -6.094 -0.613
H 9.257 -5.326 -1.621
H 8.386 -6.822 -1.972
H 6.793 -5.670 -3.382
H 8.243 -4.700 -3.704
H 7.660 -3.285 -0.519
H 5.949 -3.752 -0.532
C -7.839 7.539 8.525
C -8.978 6.817 7.808
C -8.226 6.060 6.721
O -6.937 5.756 7.262
C -6.731 6.496 8.467
H -8.080 7.841 9.543
H -7.549 8.431 7.964
H -9.465 6.117 8.490
H -9.738 7.485 7.406
H -8.094 6.676 5.826
H -8.717 5.131 6.431
H -6.790 5.807 9.317
H -5.732 6.936 8.448
*
```

HOMO level, Eh: -0.339
Orbital gap, eV: 8.081

(5)
# C26H48BrIN2O6P

2 unconnected molecules or ions with the total composition C26H48BrIN2O6P (wB97M-V/def2-TZVPD, the Open Molecules 2025 dataset).

ORCA input file:
```
! RIJCOSX wB97M-V def2-TZVPD def2/J DEFGRID3
* xyz 1 1
C 8.113 -2.166 2.720
C 6.996 -2.675 1.662
C 6.899 -1.685 0.385
C 5.350 -1.224 0.203
C 4.498 -2.273 -0.710
C 3.729 -3.364 0.210
C 2.624 -4.218 -0.593
C 1.109 -3.925 -0.156
C 0.668 -4.690 1.212
C 0.033 -3.648 2.259
C -1.536 -3.858 2.561
N -2.224 -2.547 2.217
C -2.061 -1.424 3.132
I -0.927 -1.561 5.009
C -2.694 -0.006 2.848
Br -2.415 1.499 4.109
C -3.521 0.154 1.544
C -4.143 1.578 1.192
O -3.409 2.586 0.993
O -5.560 1.746 1.109
C -3.717 -1.052 0.585
P -4.677 -1.072 -1.043
C -3.363 -1.613 -2.339
O -5.139 0.492 -1.555
C -3.021 -2.404 1.014
O -3.203 -3.539 0.148
C -4.296 -4.330 0.774
C -5.518 -4.619 -0.228
H 8.383 -3.031 3.428
H 7.625 -1.349 3.367
H 8.999 -1.780 2.109
H 6.010 -2.751 2.246
H 7.253 -3.733 1.281
H 7.565 -0.748 0.516
H 7.305 -2.246 -0.530
H 5.400 -0.198 -0.332
H 4.866 -1.169 1.237
H 5.286 -2.767 -1.403
H 3.793 -1.700 -1.407
H 3.265 -2.796 1.087
H 4.558 -4.057 0.617
H 2.719 -3.902 -1.703
H 2.890 -5.336 -0.561
H 0.965 -2.788 -0.080
H 0.417 -4.315 -0.988
H 0.041 -5.625 1.023
H 1.660 -5.065 1.680
H 0.222 -2.562 1.928
H 0.582 -3.754 3.274
H -1.786 -4.099 3.648
H -1.904 -4.729 1.922
H -5.887 0.815 0.974
H -3.575 -1.170 -3.369
H -2.302 -1.362 -1.955
H -3.416 -2.751 -2.417
H -4.379 1.006 -1.920
H -4.659 -3.818 1.748
H -3.911 -5.367 1.120
H -6.451 -4.849 0.418
H -5.777 -3.716 -0.880
H -5.300 -5.577 -0.810
C -0.567 3.646 -0.548
O -1.249 3.998 -1.743
C -2.454 4.735 -1.511
C -2.294 6.190 -1.956
N -1.391 6.923 -1.068
C -0.975 8.229 -1.588
C -0.185 8.253 -2.907
O 1.121 7.694 -2.815
C 1.170 6.281 -2.929
H 0.221 2.935 -0.807
H -0.097 4.522 -0.094
H -1.241 3.170 0.169
H -2.785 4.666 -0.470
H -3.227 4.270 -2.131
H -3.274 6.678 -1.950
H -1.922 6.181 -2.985
H -0.560 6.366 -0.907
H -0.348 8.684 -0.814
H -1.860 8.865 -1.688
H -0.035 9.306 -3.169
H -0.740 7.815 -3.743
H 0.401 5.889 -3.599
H 1.090 5.822 -1.943
H 2.150 6.008 -3.332
*
```

HOMO level, Eh: -0.365
Orbital gap, eV: 5.036